Record 1
9
Properties=species:S:1:pos:R:3:forces:R:3 method="wB97M-V/def2-TZVPD" max_force_ha_per_bohr=0.04571 e_tot_ha=-577.21213 lumo_ev=-0.1 smiles="CC=S.F"
C 0.288933 1.430862 -0.202927 -0.074 0.535 -2.288
C 0.282216 -0.000958 0.145973 -1.199 -0.009 -1.873
S 0.997534 -0.661384 1.374960 0.959 -0.889 1.548
H 0.936522 1.786729 -1.106241 -0.460 -1.007 1.798
H 0.552735 1.900121 0.732618 -0.165 1.094 -0.216
H -0.714483 1.617934 -0.673909 0.555 0.397 1.145
H -0.417981 -0.604393 -0.438703 0.380 -0.029 -0.111
F -1.061666 -2.690393 -0.358604 -0.372 -0.086 -0.935
H -0.863809 -2.778519 0.526833 0.375 -0.007 0.931

---

Record 2
10
Properties=species:S:1:pos:R:3:forces:R:3 method="wB97M-V/def2-TZVPD" max_force_ha_per_bohr=0.06568 e_tot_ha=-486.24766 lumo_ev=-0.5
C 2.210227 1.969244 -0.597256 -1.689 -2.845 0.678
C -1.913694 -0.745091 0.572442 1.422 -0.184 1.115
N 1.617091 0.958723 -0.458888 2.256 1.311 -1.576
N 1.002323 -0.079635 -0.718002 -1.575 -0.160 0.289
I 1.817029 -1.918359 -0.466900 0.461 0.095 0.234
H 2.683621 2.876638 -0.596788 0.703 1.625 0.307
H -2.492921 -1.079618 1.530637 1.115 0.926 -1.799
H -1.234419 0.188065 0.691628 -1.726 -1.298 0.094
H -1.117890 -1.513434 0.346125 -1.139 0.442 0.222
H -2.571367 -0.656533 -0.302998 0.171 0.089 0.437

---

Record 3
13
Properties=species:S:1:pos:R:3:forces:R:3 method="wB97M-V/def2-TZVPD" max_force_ha_per_bohr=0.10931 e_tot_ha=-1034.98913 lumo_ev=-0.1
C 0.607306 -0.361212 1.135043 3.017 3.133 -2.596
C -0.085349 1.048723 0.595225 -0.331 -1.400 1.482
N 0.675146 -1.327079 0.028674 -0.289 0.194 1.645
N -0.016776 0.925211 -0.820157 -0.942 -2.867 -1.222
O 0.079362 -1.262353 -2.373037 -0.440 -0.367 -0.065
O -1.816200 -1.024416 -0.696663 2.108 -0.700 -0.169
S -0.424057 -0.891331 -1.095895 -0.395 3.250 -0.012
I -1.413560 1.935910 -1.864428 -0.379 0.777 -0.321
H 1.581143 -0.257738 1.681803 -0.761 -0.050 -0.970
H -0.082791 -0.558586 1.788968 -3.519 -2.232 3.772
H -1.099093 1.027632 1.147604 1.049 0.270 -1.414
H 0.390092 1.981696 0.809622 0.649 0.361 0.747
H 1.604777 -1.236457 -0.336761 0.231 -0.367 -0.877

---

Record 4
9
Properties=species:S:1:pos:R:3:forces:R:3 method="wB97M-V/def2-TZVPD" max_force_ha_per_bohr=0.04981 e_tot_ha=-452.10871 lumo_ev=0.4 smiles=C[C@H](O)I
C 0.634123 0.731014 -0.051382 -1.525 0.111 -2.055
C -0.343019 -0.354273 0.355068 -1.051 1.060 0.603
O -0.087400 -1.588043 -0.071591 0.486 -0.578 -1.362
I -2.575019 0.268818 -0.025807 0.814 -0.025 -0.291
H 0.446617 0.874822 -1.184795 0.492 0.208 1.736
H 0.559247 1.677191 0.489796 -0.449 -0.235 -0.211
H 1.629624 0.378165 0.072353 0.923 -0.523 0.157
H -0.570184 -0.538255 1.344783 0.004 0.727 2.364
H 0.306014 -1.449440 -0.928428 0.305 -0.745 -0.941

---

Record 5
10
Properties=species:S:1:pos:R:3:forces:R:3 method="wB97M-V/def2-TZVPD" max_force_ha_per_bohr=0.08214 e_tot_ha=-527.25378 lumo_ev=0.3
C -0.612350 0.667721 0.342893 -2.504 -0.244 -2.142
C 0.450411 -0.924800 -0.954008 -0.102 -0.550 4.187
O 1.430684 -1.137709 -1.788781 1.048 -1.067 -0.910
O 0.083239 0.368833 -0.813766 1.549 -0.736 -1.769
I -1.088417 -2.273349 -1.552683 -0.763 -0.336 -0.002
H 0.009867 1.062396 1.020840 2.280 2.171 2.418
H -0.916557 -0.229533 0.775372 -1.243 -1.480 0.734
H -1.443100 1.291835 0.013457 -0.009 0.090 0.628
H 0.765302 -1.471094 0.645409 -0.392 1.157 -3.417
H 1.948884 -0.396183 -2.080828 0.136 0.995 0.274

---

Record 6
10
Properties=species:S:1:pos:R:3:forces:R:3 method="wB97M-V/def2-TZVPD" max_force_ha_per_bohr=0.13307 e_tot_ha=-1059.51350 lumo_ev=-0.7
C -0.491855 -1.255701 0.367521 6.841 -0.159 -0.008
C 0.587848 -0.212453 -0.663705 -1.593 -1.372 2.428
P -1.005434 1.990878 0.705377 0.036 0.210 0.044
P 0.397337 1.650372 -0.663007 0.053 -1.003 -0.364
I 2.661399 -0.275299 0.104992 -0.735 -0.399 -0.507
H -0.160275 -1.436305 1.471002 -0.782 1.048 -2.090
H -1.403111 -0.943582 0.138919 -4.133 1.583 -0.225
H -0.350178 -2.197189 -0.139250 0.074 -0.466 -0.048
H 0.466658 -0.646414 -1.670036 0.649 0.179 0.432
H -0.702385 3.325692 0.348190 -0.409 0.378 0.338

---

Record 7
10
Properties=species:S:1:pos:R:3:forces:R:3 method="wB97M-V/def2-TZVPD" max_force_ha_per_bohr=0.05445 e_tot_ha=-1059.40309 lumo_ev="-1.4 / -1.4"
H -0.613286 1.264828 -2.264853 -0.907 -0.701 1.388
P -1.472658 0.523286 -1.242846 1.700 0.450 -0.370
P 0.019949 0.217841 0.128473 -0.633 -0.166 -0.600
C -1.052990 -1.175296 1.354137 0.823 1.331 1.045
C 1.682425 1.369818 -0.566758 -1.826 -0.646 -0.326
I 2.585179 0.442601 -2.304451 -0.127 0.140 0.861
H -2.127200 -1.123946 0.957693 1.738 -0.355 0.688
H -0.475262 -2.120131 1.204662 -0.890 0.664 -0.177
H -0.967164 -0.933722 2.522256 -0.303 -0.179 -2.778
H 2.421007 1.534723 0.211688 0.426 -0.538 0.270

---

Record 8
9
Properties=species:S:1:pos:R:3:forces:R:3 method="wB97M-V/def2-TZVPD" max_force_ha_per_bohr=0.07020 e_tot_ha=-775.05353 lumo_ev=-0.1 smiles=SCCI
S -1.025662 -1.672044 -0.600200 -0.271 0.674 -1.029
C -0.403863 -0.263988 0.358587 -2.400 0.564 2.636
C 0.876423 0.312106 -0.120010 -1.506 2.642 0.878
I 1.238669 2.204494 1.152626 0.061 -1.279 -0.526
H -1.574785 -0.891377 -1.607466 0.457 -0.756 0.713
H -0.278667 -0.695252 1.459107 -0.292 1.054 -2.268
H -1.266853 0.532406 0.384735 1.765 -1.523 0.160
H 0.812875 0.864177 -1.041701 0.167 -0.541 -0.526
H 1.621864 -0.390522 0.014321 2.019 -0.836 -0.038

---

Record 9
9
Properties=species:S:1:pos:R:3:forces:R:3 method="wB97M-V/def2-TZVPD" max_force_ha_per_bohr=0.05535 e_tot_ha=-666.31837 lumo_ev=-0.2
C -0.371531 0.551873 -0.215376 -0.262 -0.894 -0.838
C -0.078771 0.086389 1.033317 -1.069 0.750 -2.529
Si 1.507209 -1.500029 -0.304023 -0.382 0.608 -0.728
I 3.430574 0.146613 0.061047 -0.266 -0.176 -0.234
H -1.336401 0.370221 -0.713875 0.495 -0.537 0.280
H 0.335468 1.019625 -0.915300 -0.176 0.604 1.021
H 0.618380 0.683936 1.524175 1.744 -0.074 1.151
H -0.767063 -0.553866 1.532252 -0.405 -0.119 0.558
H 1.096999 -1.061265 -1.826074 0.322 -0.161 1.318

---

Record 10
8
Properties=species:S:1:pos:R:3:forces:R:3 method="wB97M-V/def2-TZVPD" max_force_ha_per_bohr=0.16942 e_tot_ha=-133.84508 lumo_ev=0.5 smiles="C=NC"
C 1.347589 -0.070629 0.885138 -7.439 2.782 -2.858
N 0.010310 0.526122 0.641117 7.336 -2.797 3.776
C -0.962879 0.380557 -0.385612 -0.867 -4.666 1.213
H 1.797778 0.087258 1.856055 -0.290 0.453 -0.057
H 1.929592 -0.619545 0.126764 -0.594 0.005 0.209
H -2.048037 0.415732 0.111053 2.377 -0.284 -1.080
H -0.810818 -0.593349 -1.032980 -0.577 1.728 1.053
H -0.872324 1.187771 -0.982591 0.054 2.779 -2.256

---

Record 11
8
Properties=species:S:1:pos:R:3:forces:R:3 method="wB97M-V/def2-TZVPD" max_force_ha_per_bohr=0.03748 e_tot_ha=-133.79834 lumo_ev=1.0
C -0.537063 -0.092042 -0.502199 1.199 -0.405 0.705
C 0.511513 0.045299 0.702348 -1.268 1.448 0.098
N 1.207769 0.146414 -0.457403 0.284 -0.259 -0.021
H -0.801324 -1.135062 -0.542563 -0.437 -0.023 -0.218
H -1.284465 0.685904 -0.447487 0.015 0.081 0.005
H 0.125974 0.151849 -1.412035 -0.247 -0.155 -0.131
H 0.490440 -0.785232 1.412383 0.315 -0.540 -0.480
H 0.287159 0.982872 1.246953 0.140 -0.147 0.044

---

Record 12
9
Properties=species:S:1:pos:R:3:forces:R:3 method="wB97M-V/def2-TZVPD" max_force_ha_per_bohr=0.09776 e_tot_ha=-188.26280 lumo_ev=-6.3 charge=+1 smiles="CN1C=[NH+]1"
C 0.945811 0.110557 0.253157 -0.630 -2.569 -0.848
N -0.524660 -0.367015 0.619434 3.093 1.338 0.526
C -1.473448 -0.480584 -0.266741 -2.666 1.479 0.952
N -1.750719 0.668807 0.256209 1.084 -4.848 0.769
H 1.696049 -0.744725 0.488703 -1.618 1.383 -0.280
H 0.958477 0.361112 -0.829669 0.182 0.022 0.876
H 1.065196 0.925813 0.916859 0.417 0.787 0.449
H -2.094734 -1.168648 -0.783174 0.307 -0.907 -1.271
H -1.942565 1.542184 -0.073299 -0.170 3.316 -1.173

---

Record 13
10
Properties=species:S:1:pos:R:3:forces:R:3 method="wB97M-V/def2-TZVPD" max_force_ha_per_bohr=0.08172 e_tot_ha=-263.63086 lumo_ev=-5.6 charge=+1 smiles=N#[N+]CCO
N -0.409473 2.065703 -1.399484 0.331 -0.457 0.194
N 0.156697 1.225162 -0.988041 -1.873 3.143 -1.607
C 0.776158 0.170447 -0.438078 1.521 -3.455 1.845
C -0.121899 -0.402496 0.708537 0.140 0.121 0.153
O -1.344914 -0.699573 0.113189 -0.099 0.036 -0.272
H 1.764418 0.462840 -0.060017 -0.204 0.144 -0.163
H 0.891423 -0.603993 -1.213264 -0.041 0.320 0.063
H 0.389333 -1.288094 1.105358 0.078 0.209 -0.119
H -0.220481 0.349047 1.504899 0.113 -0.108 -0.118
H -1.881263 -1.279043 0.666901 0.034 0.049 0.024

---

Record 14
12
Properties=species:S:1:pos:R:3:forces:R:3 method="wB97M-V/def2-TZVPD" max_force_ha_per_bohr=0.01195 e_tot_ha=-414.57408 lumo_ev=4.2 charge=-1
O 1.533744 -0.654786 -1.583805 -0.011 0.185 -0.096
C 2.053906 -1.125420 -0.553526 -0.388 -0.306 0.001
O 1.573408 -1.155831 0.602925 0.229 0.166 0.166
H 3.041879 -1.631478 -0.683462 0.107 0.076 0.011
N -1.288630 0.106374 -0.741164 0.299 -0.320 -0.042
C -1.489077 0.855965 0.384421 0.410 -0.199 -0.339
N -0.540127 0.629525 1.344040 0.336 -0.056 -0.049
O -2.432980 1.624489 0.513735 -0.461 0.248 0.322
H -1.944800 0.136954 -1.496035 -0.191 0.409 0.125
H -0.337970 -0.156283 -0.985683 0.218 -0.295 -0.041
H 0.298337 0.065264 1.116557 -0.387 0.014 0.005
H -0.467689 1.305226 2.081995 -0.160 0.076 -0.064

---

Record 15
10
Properties=species:S:1:pos:R:3:forces:R:3 method="wB97M-V/def2-TZVPD" max_force_ha_per_bohr=0.07425 e_tot_ha=-243.38044 lumo_ev=1.1 smiles="C1CNN=N1"
C 0.528607 0.915406 -0.155641 -1.676 -1.438 1.153
C -0.469686 -0.053422 -0.690676 -1.580 -1.345 2.441
N -0.442503 -1.131340 0.573375 -1.599 0.754 -3.384
N 0.480799 -0.724664 1.361554 1.094 -0.766 2.531
N 1.008733 0.339142 1.115908 2.518 0.633 -0.007
H 1.233517 1.243057 -0.848108 1.578 0.475 -0.676
H 0.000805 1.681443 0.312332 -0.915 2.213 -0.229
H -1.478687 0.380041 -0.658671 0.291 -0.458 -0.263
H -0.272209 -0.508139 -1.619162 0.343 -0.680 -0.999
H -0.589376 -2.141523 0.609090 -0.055 0.613 -0.567

---

Record 16
11
Properties=species:S:1:pos:R:3:forces:R:3 method="wB97M-V/def2-TZVPD" max_force_ha_per_bohr=0.04985 e_tot_ha=-318.63319 lumo_ev=0.9
H -2.181815 1.632856 -0.205003 2.010 0.070 0.929
N -1.131122 1.524482 0.014331 -2.347 0.685 -0.650
C -0.905181 0.290952 -0.006032 -0.472 -0.547 -0.763
N -1.801272 -0.766160 -0.059497 -1.192 -0.801 0.393
O 0.315034 -0.254528 -0.157193 2.036 -1.362 0.753
N 1.436502 0.579887 -0.095569 0.678 0.715 -0.280
C 2.550275 -0.044554 0.017040 -1.913 -1.321 0.516
H -1.495037 -1.753927 -0.000250 -0.053 1.428 -0.036
H -2.773211 -0.600874 0.256749 1.333 -0.061 -0.363
H 3.459990 0.566574 0.039497 -0.495 -0.354 -0.028
H 2.525837 -1.174703 0.195925 0.416 1.550 -0.471

---

Record 17
11
Properties=species:S:1:pos:R:3:forces:R:3 method="wB97M-V/def2-TZVPD" max_force_ha_per_bohr=0.09042 e_tot_ha=-318.66958 lumo_ev=0.5
N 2.340877 1.621771 0.213316 3.334 3.133 0.828
C 1.511437 0.885392 0.054414 -1.670 -2.472 -0.832
N 0.565704 0.036193 -0.202121 -2.991 3.450 -0.273
C 0.606810 -1.182029 -0.186725 2.894 -1.327 0.525
O 1.731906 -1.832382 -0.010939 0.844 -1.994 0.071
H -0.218305 -1.800033 -0.258590 -1.705 -1.120 -0.363
H 2.542100 -1.297870 0.003038 -0.409 0.296 0.038
N -2.377555 0.643423 -0.097328 -1.630 1.585 1.184
H -2.876200 0.665811 0.853137 1.238 -0.172 -1.740
H -2.440448 1.633836 -0.405622 -0.553 -0.763 -0.025
H -1.386323 0.625884 0.037416 0.647 -0.615 0.588

---

Record 18
11
Properties=species:S:1:pos:R:3:forces:R:3 method="wB97M-V/def2-TZVPD" max_force_ha_per_bohr=0.07655 e_tot_ha=-318.58444 lumo_ev="-0.1 / -0.1"
C 2.032445 -0.479213 0.111117 -0.360 0.631 -0.243
C -0.225087 0.332032 -0.413641 -3.359 0.684 1.250
N 3.131068 -0.514785 0.467350 -0.792 0.000 0.061
N -0.314757 1.368456 0.471809 0.179 -0.163 0.003
N 0.819456 -0.471639 -0.529015 2.288 -1.499 -0.218
O -1.588518 -1.525774 0.354303 -2.263 2.904 -1.394
H -0.996526 0.333730 -1.208801 1.079 -0.186 0.387
H -0.127164 1.208095 1.479219 0.053 0.160 -1.235
H -0.916003 2.188780 0.242779 0.593 -1.557 0.340
H 0.746352 -1.295857 -1.131813 -0.652 0.460 0.300
H -2.561263 -1.143820 0.156697 3.234 -1.435 0.750

---

Record 19
11
Properties=species:S:1:pos:R:3:forces:R:3 method="wB97M-V/def2-TZVPD" max_force_ha_per_bohr=0.04674 e_tot_ha=-318.67486 lumo_ev=0.7 smiles=[H][H].N#CCO.N#N
H 3.016138 -0.290188 -0.278090 0.988 0.208 0.207
H 3.715908 -0.058287 -0.063443 -0.776 -0.284 -0.232
N -0.915917 -0.771628 -2.099493 0.472 0.619 1.150
C -0.420581 -0.327260 -1.151340 -0.084 -0.584 -1.791
C 0.244509 0.133965 0.047455 1.360 1.190 1.584
O 0.004399 -0.769919 1.112388 0.861 -0.491 0.356
H -0.055561 1.149757 0.328636 -1.212 -0.312 0.094
H 1.319819 0.463100 0.013069 -0.665 -1.282 -0.926
H 0.759396 -1.399546 1.236512 -0.966 0.947 -0.441
N -3.618334 1.298950 0.076656 -0.547 -0.969 0.935
N -4.049781 0.571057 0.777654 0.569 0.958 -0.937

---

Record 20
11
Properties=species:S:1:pos:R:3:forces:R:3 method="wB97M-V/def2-TZVPD" max_force_ha_per_bohr=0.18801 e_tot_ha=-318.68605 lumo_ev=0.7
H 0.238490 -2.295171 1.004969 0.565 3.127 -1.721
N 0.503690 -1.256563 0.699194 2.502 -6.991 6.192
C -0.118780 -0.591026 -0.070277 -3.190 0.496 -4.291
N -0.988003 -0.941835 -1.124311 -0.214 0.130 0.336
N 0.143894 0.738307 -0.042362 -1.171 3.958 -2.685
C 0.852964 1.456253 0.884956 0.814 1.090 -2.194
O 1.250067 2.547760 0.439094 -0.315 -1.412 2.492
H -1.430063 -0.084959 -1.444332 -0.576 -1.025 -0.409
H -1.405051 -1.892333 -1.305468 0.840 1.936 0.661
H -0.064369 1.429075 -0.872530 0.583 -2.230 1.954
H 1.017162 0.890492 1.831067 0.160 0.923 -0.334